Entry 1:
Molecular formula: C3H8N2O2
Method: DFT, ωB97M-V with the def2-TZVPD basis set

Structure (XYZ):
```
15
Properties=species:S:1:pos:R:3:forces:R:3
O -2.2340 1.6209 -0.4269 1.26 1.75 0.70
O -0.6331 -1.5567 -0.6802 0.36 -0.10 0.40
N 2.0907 0.0413 -1.1274 -0.23 0.24 -0.05
N -1.5989 0.0528 1.3840 1.55 0.25 0.12
C -0.3785 0.0883 0.9832 -1.40 -1.83 1.85
C 1.6486 -0.9737 -0.1831 0.22 -0.63 0.17
C 0.1420 -0.9338 0.0134 -0.17 0.54 -1.22
H 1.9323 -1.9573 -0.5676 -0.11 0.10 0.05
H 1.8580 0.9691 -0.7883 0.08 0.01 -0.06
H -2.1624 -0.5839 0.8137 0.31 0.00 -0.25
H 0.3489 0.5635 1.6353 0.05 0.63 -0.24
H 1.6123 -0.0780 -2.0146 0.03 0.01 0.03
H 2.1820 -0.8256 0.7606 -0.12 0.01 -0.02
H -1.6790 2.0962 0.2952 -2.11 -1.32 -1.78
H -3.1289 1.4770 -0.0974 0.28 0.34 0.31
```
Forces are in eV/Å.

Results
Structure (SMILES): [H]/N=C\C(=O)CN.O

***

Entry 2:
Molecular formula: C4H5NO
Method: DFT, ωB97M-V with the def2-TZVPD basis set

Structure (XYZ):
```
11
Properties=species:S:1:pos:R:3:forces:R:3
O -0.4265 -0.1801 1.0011 0.06 1.03 -0.15
N -0.3938 -0.6014 -1.4880 -1.14 0.33 -0.11
C 0.5505 -1.0032 0.5319 0.10 0.46 -0.32
C -1.4250 -0.0491 -1.2640 0.45 -0.75 -1.49
C 0.6273 -1.2204 -0.7870 0.15 0.19 0.24
C -0.3828 1.3002 0.5943 0.42 -0.45 0.72
H 1.3878 -1.7657 -1.3251 -0.13 -0.10 0.17
H -0.5403 1.7143 1.5765 0.39 0.53 0.17
H -1.1195 1.7990 -0.0818 0.13 -1.47 0.47
H 0.5987 1.5001 0.1548 -0.03 -0.04 0.41
H 1.2364 -1.4651 1.2491 -0.39 0.27 -0.11
```
Forces are in eV/Å.

***

Entry 3:
Molecular formula: C2H9NOS2
Method: DFT, ωB97M-V with the def2-TZVPD basis set

Structure (XYZ):
```
15
Properties=species:S:1:pos:R:3:forces:R:3
S -2.5673 0.3771 0.3431 -2.35 0.71 -2.39
S -2.2746 2.0646 1.5850 0.80 -1.24 0.39
O 0.5768 -0.3073 -0.8638 -0.06 0.43 0.16
N 2.8385 0.4810 -0.5310 0.04 -0.45 -0.40
C -2.1014 -1.3768 0.1722 2.81 -0.64 2.32
C 1.6198 -0.0347 0.0546 1.04 0.07 -0.04
H -1.4954 2.6785 0.6904 0.22 0.12 0.06
H -2.1960 -1.7721 -0.8361 -1.01 0.77 -0.21
H 1.3651 0.6526 0.8639 -0.52 -0.10 -0.06
H 0.0437 0.4908 -0.9564 -0.12 -0.10 -0.11
H 1.8967 -0.9979 0.4777 -0.18 -0.06 0.17
H -1.0219 -1.5292 0.2836 -0.01 0.26 0.20
H 3.0826 -0.1319 -1.3023 0.22 -0.01 0.06
H 2.7545 1.3989 -0.9411 -0.29 0.27 0.14
H -2.5214 -1.9937 0.9603 -0.60 -0.04 -0.31
```
Forces are in eV/Å.

Results
Structure (SMILES): CSS.NCO

***

Entry 4:
Molecular formula: C4H5N2
Method: DFT, ωB97M-V with the def2-TZVPD basis set

Structure (XYZ):
```
11
Properties=species:S:1:pos:R:3:forces:R:3
N -0.1790 0.8744 -2.3132 3.19 1.67 -1.17
N -0.7252 0.1938 -1.2291 -2.59 -1.72 2.83
C 0.8219 1.0846 -1.6003 -1.82 -0.24 1.08
C -0.9093 -0.7594 0.9985 -0.16 -2.97 1.01
C -0.2361 -0.0439 -0.0301 1.66 0.47 -3.48
C 1.0991 0.5654 -0.1022 -0.27 1.08 1.09
H -0.3803 -0.4026 1.9252 -1.51 -0.49 -0.27
H -0.7133 -1.9555 0.9414 -0.06 2.77 -0.04
H 1.9441 -0.0620 -0.2556 0.67 -0.95 0.14
H -2.0168 -0.6998 0.8345 0.91 0.35 0.87
H 1.2948 1.2050 0.8309 -0.02 0.05 -2.06
```
Forces are in eV/Å.

Results
Structure (SMILES): CC1=[N+]2N=C2C1
Net charge: +1

***

Across the entries above, largest force on an atom takes the values 3.1; 1.7; 3.7; 4.2 eV Å⁻¹, respectively.
Across the entries above, HOMO-LUMO gap takes the values 9.18; 10.37; 8.40; 8.81 eV, respectively.